# 1
Formula: C11H16N5OReS
Source: the OMol25 dataset
Level of theory: ωB97M-V/def2-TZVPD

```
35
Properties=species:S:1:pos:R:3:forces:R:3
Re 0.1148 0.9939 0.2779 0.0 -0.1 0.0
N 2.0306 4.4198 2.1280 0.0 0.0 0.0
C 1.1462 3.5411 1.7133 0.1 0.0 -0.2
S 1.5061 2.7185 0.1088 0.0 0.1 0.1
N 0.0422 3.2647 2.3267 -0.1 0.0 0.1
N -0.6910 2.3104 1.6937 0.1 -0.1 -0.1
C -1.9292 2.1509 2.0285 -0.1 -0.1 0.0
C -2.6668 1.1629 1.2610 0.0 0.0 0.0
C -4.0113 0.9142 1.4025 0.0 0.1 0.0
C -4.6218 0.0017 0.5369 0.0 0.0 0.0
C -3.8637 -0.6227 -0.4411 0.0 0.0 0.0
C -2.5105 -0.3438 -0.5322 -0.1 0.0 0.0
N -1.9148 0.5232 0.3105 0.1 0.0 0.0
H 2.8586 4.6605 1.6032 0.0 0.0 0.0
H 1.8597 4.9220 2.9929 0.0 0.0 0.0
H -2.3736 2.7665 2.8042 0.0 0.0 0.0
H -4.5789 1.4352 2.1630 0.0 0.0 0.0
H -5.6808 -0.2065 0.6265 0.0 0.0 0.0
H -4.3072 -1.3285 -1.1301 0.0 0.0 0.0
H -1.8853 -0.8195 -1.2758 0.0 0.0 0.0
C 1.4375 -1.7039 -3.1174 0.0 0.0 -0.1
N 1.9590 -2.1060 -1.7997 0.0 0.1 0.1
C 2.9096 -3.2392 -1.8358 0.1 -0.1 0.0
C 1.6511 -1.5218 -0.6944 0.1 0.0 -0.1
C 2.2322 -1.9092 0.6218 0.0 0.0 0.0
O 0.7580 -0.5276 -0.7348 -0.1 0.1 0.1
H 2.2821 -1.6346 -3.8006 0.0 0.0 0.0
H 0.9317 -0.7480 -3.0639 0.0 0.0 0.0
H 0.7606 -2.4781 -3.4766 0.0 0.0 0.0
H 2.6325 -3.8766 -2.6711 0.0 0.0 0.0
H 2.8657 -3.8172 -0.9188 0.0 0.0 0.0
H 3.9188 -2.8600 -1.9979 0.0 0.0 0.0
H 3.3125 -2.0337 0.5524 0.0 0.0 0.0
H 1.8063 -2.8566 0.9622 0.0 0.0 0.0
H 2.0190 -1.1522 1.3760 0.0 0.0 0.0
```
Positions in Å, forces in eV/Å.

Results
LUMO (alpha / beta): -13.08 / -13.01 eV
Total charge: +3
HOMO-LUMO gap (alpha / beta): 5.9 / 6.1 eV
Molecular weight: 452.6 g/mol
Expectation value of S²: 3.8230
Strongest force on any atom: 0.2 eV/Å
Multiplicity: 4
Energy above the lowest of the compared OMol25 structures with the same formula, charge and spin: 0.00 kJ/mol

=====

# 2
Formula: C11H16NO5S5W
Source: the OMol25 dataset
Level of theory: ωB97M-V/def2-TZVPD

```
39
Properties=species:S:1:pos:R:3:forces:R:3
W -13.6385 0.8948 2.7073 1.8 2.5 1.5
C -15.4956 1.3981 5.0456 -1.3 -0.1 2.1
C -15.8437 2.8235 4.5355 -1.5 -2.0 0.3
S -15.2238 3.1057 2.8355 -0.7 -0.1 0.7
C -14.4589 4.7793 3.0580 1.2 -0.2 -0.2
C -12.9359 4.6446 3.3967 0.3 -1.5 -0.9
S -12.3144 3.1456 2.3913 0.0 1.5 -0.1
C -10.6181 3.1007 3.0460 -1.0 -1.3 1.1
C -9.8074 2.0510 2.2929 -0.2 -1.0 -0.2
S -13.7573 1.0431 5.1072 0.6 -0.1 -0.9
H -16.1453 0.6507 4.5022 1.1 0.7 0.6
H -15.7359 1.2687 6.1721 -0.3 0.7 -1.8
H -15.5235 3.6099 5.2156 -0.1 0.0 -0.2
H -16.9545 2.6616 4.4683 0.8 1.3 0.0
H -15.0293 5.2611 3.8473 0.1 -0.1 0.2
H -14.6525 5.3945 2.1450 0.4 -0.8 0.5
H -12.5916 4.4291 4.4103 -0.9 0.0 0.2
H -12.2707 5.4242 3.0297 -0.5 0.3 -0.2
H -10.8083 2.8039 4.0928 0.6 0.0 -0.3
H -10.1434 4.0676 3.0504 -0.1 0.4 -0.3
H -8.8265 2.4286 2.1212 0.8 0.4 -0.4
H -9.6308 1.0588 2.8002 -0.6 1.3 -0.5
O -11.7302 0.2373 3.2367 -1.6 -0.7 -2.3
N -11.9269 -0.3370 1.9071 2.2 -1.6 1.5
C -12.3985 -1.6703 1.9036 0.9 1.1 -0.7
C -12.3808 -2.4037 0.7436 -0.3 0.9 0.2
C -11.7779 -1.9007 -0.4147 -0.6 1.9 0.7
C -11.2879 -0.5849 -0.3648 -0.5 -0.8 0.4
C -11.2090 0.1438 0.8351 -0.9 0.3 -1.6
S -10.5314 1.7400 0.5890 0.5 -0.9 1.6
H -12.6530 -2.0933 2.8547 -0.5 0.3 0.4
H -13.0326 -3.2390 0.7306 0.1 -1.2 0.0
H -11.8201 -2.4167 -1.3535 0.0 -0.3 -0.2
H -11.0780 -0.0255 -1.2643 0.7 -0.3 -0.1
O -16.8239 0.8427 1.1897 0.3 -0.5 0.3
S -15.6984 -0.0398 1.2405 0.1 -1.2 -2.1
O -15.7228 -1.2784 0.4439 0.4 2.3 1.9
O -14.3739 0.8750 0.8239 -1.6 -1.6 1.4
O -15.2793 -0.3027 2.7806 0.3 0.3 -2.5
```
Positions in Å, forces in eV/Å.

Results
LUMO (alpha / beta): -5.25 / -5.22 eV
Total charge: +1
HOMO-LUMO gap (alpha / beta): 5.5 / 6.6 eV
Molecular weight: 586.4 g/mol
Expectation value of S²: 2.0159
Strongest force on any atom: 3.4 eV/Å
Multiplicity: 3
Energy above the lowest of the compared OMol25 structures with the same formula, charge and spin: 0.00 kJ/mol

=====

# 3
Formula: C11H16NOS
Source: the OMol25 dataset
Level of theory: ωB97M-V/def2-TZVPD

```
30
Properties=species:S:1:pos:R:3:forces:R:3
C -2.0708 -3.4339 0.7450 -0.1 0.4 -0.5
C -2.7798 -2.2075 1.0073 2.3 -2.5 0.0
C -0.7711 -3.3300 0.2594 -0.9 1.9 0.5
C -2.1682 -0.9881 1.0620 2.6 -2.9 -2.3
C -0.1932 -2.0846 0.1700 -0.9 1.9 0.6
C -0.8616 -0.8193 0.4991 0.4 -3.3 1.1
C 1.3607 1.3579 -1.3935 0.2 -0.1 0.9
C 0.7076 0.7250 -2.6309 -0.8 0.6 -1.1
C -0.2822 0.4409 0.2954 -1.0 -1.1 -2.2
C 1.8353 1.1754 1.1268 -0.7 0.3 -1.7
C -1.0299 1.6340 0.6440 0.5 3.6 0.3
N 1.1327 0.5667 -0.0606 -1.4 -1.9 0.5
O -2.3877 1.5755 0.3334 0.1 0.2 0.0
S -1.1351 0.6977 -2.4788 1.0 0.3 1.3
H -2.3786 -4.5005 0.8486 -0.8 1.3 0.0
H -3.7957 -2.2180 1.1655 -2.1 -0.3 0.9
H -0.2615 -4.1477 -0.1429 0.8 -1.3 0.0
H -2.7724 -0.2733 1.3851 -2.0 3.4 1.1
H 0.8369 -2.0829 -0.0697 1.0 0.1 -0.7
H 2.4355 1.3241 -1.3557 0.7 0.4 -0.8
H 1.0189 2.3879 -1.1012 0.2 -1.0 -0.8
H 0.9714 1.3209 -3.6380 -0.3 -1.3 2.5
H 0.9143 -0.3522 -2.7673 0.8 0.7 0.1
H 1.6099 2.1960 1.0043 -0.7 1.5 0.8
H 1.4282 0.7082 2.0147 0.7 0.0 0.3
H 2.8566 1.1784 0.8411 1.3 -0.8 0.7
H -0.5365 2.5049 0.0763 -0.7 -0.9 0.9
H -0.8985 1.9397 1.7516 -0.4 -0.7 -1.4
H 1.4702 -0.4332 -0.0403 -0.2 1.3 -1.0
H -2.4690 1.4427 -0.6396 0.3 0.2 0.5
```
Positions in Å, forces in eV/Å.

Results
LUMO (alpha / beta): -5.82 / -5.82 eV
Total charge: +1
HOMO-LUMO gap (alpha / beta): 5.5 / 5.5 eV
Molecular weight: 210.3 g/mol
Strongest force on any atom: 4.5 eV/Å
Energy above the lowest of the compared OMol25 structures with the same formula, charge and spin: 377.99 kJ/mol

=====

# 4
Formula: C11H16Si
Source: the OMol25 dataset
Level of theory: ωB97M-V/def2-TZVPD

```
28
Properties=species:S:1:pos:R:3:forces:R:3
C -2.3257 0.8912 -3.1887 -2.7 1.1 -3.3
C -1.4103 0.8024 -2.2388 2.7 -0.4 2.8
C -3.0310 1.1780 -4.1434 1.2 -0.9 1.8
C -0.4930 0.7391 -1.4297 -0.5 -0.2 -0.4
C 0.7331 -0.9797 3.7330 -0.9 1.7 1.0
C 1.9481 0.0347 3.6739 1.6 -2.1 -0.7
C 0.1119 -0.9701 2.2891 -0.9 -2.8 -0.6
C 2.1063 0.4256 2.1808 -0.7 1.8 1.1
C 0.6759 0.2941 1.6582 0.2 -0.4 -3.7
C -3.8333 1.5696 -5.2735 -0.9 1.4 2.8
C 1.0759 -1.5907 -1.2947 -1.0 -1.1 1.1
Si 1.0366 0.1196 -0.5410 -4.1 -0.7 2.7
H 1.0286 -1.9915 4.1383 -0.5 1.2 -0.4
H -0.0532 -0.4438 4.3988 1.2 -1.4 -0.7
H 1.9299 0.9218 4.2679 -0.9 0.5 0.5
H 2.8783 -0.4590 4.0417 -0.5 0.1 -0.3
H 0.4640 -1.9581 1.6876 -0.7 2.2 1.4
H -1.0821 -1.0604 2.3205 2.7 0.4 -0.2
H 2.4857 1.4937 2.1039 -0.3 -1.3 -0.1
H 2.7626 -0.2188 1.6132 0.4 -0.3 0.1
H -0.0172 1.1330 1.8415 0.6 -0.1 -0.1
H -3.9197 0.8381 -5.9566 0.3 -2.6 -2.7
H -4.8842 1.6587 -4.9404 0.4 0.8 -0.1
H -3.3735 2.4477 -5.6678 -0.3 0.8 -0.6
H 2.0444 -1.9656 -1.5274 1.0 -0.1 -0.4
H 0.6876 -2.3857 -0.5516 0.1 1.3 -1.3
H 0.4552 -1.5117 -2.2223 0.5 -0.4 0.9
H 1.9991 0.9876 -0.9724 2.2 1.5 -0.5
```
Positions in Å, forces in eV/Å.

Results
LUMO: 0.86 eV
Total charge: 0
HOMO-LUMO gap: 9.3 eV
SMILES: CC#CC#C[Si@H](C)C1CCCC1
Molecular weight: 176.3 g/mol
Strongest force on any atom: 5.0 eV/Å
Energy above the lowest of the compared OMol25 structures with the same formula, charge and spin: 508.47 kJ/mol

=====

# 5
Formula: C11H17BF2N3Pd
Source: the OMol25 dataset
Level of theory: ωB97M-V/def2-TZVPD

```
35
Properties=species:S:1:pos:R:3:forces:R:3
Pd 0.4410 -0.7592 1.5486 0.2 0.1 -1.5
N -0.4431 -2.5711 0.4924 0.0 0.6 0.6
C 0.5618 -3.6468 0.5383 0.3 -0.6 0.1
C 1.3133 -3.8201 -0.7846 0.2 0.2 0.3
C 2.5585 -2.9489 -0.9894 -0.3 0.2 -0.1
C 2.3804 -1.4300 -0.8591 0.2 -0.1 -0.4
N 2.6193 -0.9470 0.5169 -0.4 0.2 0.2
H -1.2496 -2.7991 1.0758 0.2 0.0 -0.3
H -0.7760 -2.4113 -0.4579 0.0 0.0 0.2
H 0.0708 -4.5950 0.7873 0.1 0.2 0.0
H 1.2644 -3.4127 1.3544 -0.2 -0.2 -0.2
H 0.6152 -3.6686 -1.6126 0.0 -0.1 -0.1
H 1.6510 -4.8564 -0.8367 -0.1 0.0 -0.1
H 2.9197 -3.1577 -1.9984 0.1 0.0 0.1
H 3.3434 -3.2692 -0.2996 0.1 0.0 0.0
H 1.3640 -1.1289 -1.1515 0.2 0.0 -0.1
H 3.0830 -0.9437 -1.5498 -0.2 0.0 0.1
H 2.8303 0.0532 0.4949 0.1 -0.4 0.1
H 3.4204 -1.4219 0.9259 -0.1 0.1 0.0
N -0.7651 0.7437 0.3418 -0.2 0.5 0.0
C -1.1993 1.7722 0.0470 0.6 -1.6 0.3
C -1.7732 2.9761 -0.3748 -0.6 1.3 -0.4
C -2.5600 3.7259 0.5087 0.2 -0.2 -0.1
C -3.1858 4.8699 0.0536 0.0 0.0 0.1
C -3.0387 5.2771 -1.2648 0.1 -0.2 0.1
C -2.2205 4.5594 -2.1251 0.0 0.0 -0.1
C -1.5852 3.4130 -1.6925 0.0 -0.2 0.2
H -2.6643 3.4012 1.5319 -0.1 0.0 0.1
H -3.7920 5.4495 0.7307 -0.1 0.0 0.1
H -3.5571 6.1540 -1.6199 0.0 0.1 0.0
H -2.0781 4.8973 -3.1393 0.0 0.0 -0.1
H -0.9459 2.8491 -2.3536 0.0 -0.1 -0.1
F 0.4326 -1.9042 4.2326 0.0 -0.2 -0.4
B 0.4835 -0.7517 3.5654 -0.2 -0.6 1.6
F 0.4809 0.3027 4.3643 0.1 0.4 -0.4
```
Positions in Å, forces in eV/Å.

Results
LUMO (alpha / beta): -2.86 / -4.87 eV
Total charge: +1
HOMO-LUMO gap (alpha / beta): 8.8 / 7.8 eV
Molecular weight: 346.5 g/mol
Expectation value of S²: 2.0032
Strongest force on any atom: 1.7 eV/Å
Multiplicity: 3

=====

# 6
Formula: C11H17BrN
Source: the OMol25 dataset
Level of theory: ωB97M-V/def2-TZVPD

```
30
Properties=species:S:1:pos:R:3:forces:R:3
C -2.0414 2.6655 -0.3282 -3.9 0.1 -0.4
C -0.7042 2.3926 -0.2441 4.2 -0.3 0.3
C -3.0211 1.7688 -0.0660 2.7 1.9 -0.4
C -0.1488 1.1762 0.2582 1.0 5.2 1.0
C -3.5035 0.6564 0.0918 -1.8 -1.1 0.2
C 0.9926 1.4192 1.2134 -0.6 0.1 0.4
C 1.9631 0.3892 -1.1927 0.0 -0.7 1.3
C 0.2770 -2.0911 1.3370 -0.5 0.3 -1.8
C -0.4910 -2.0284 -1.0824 0.9 -1.3 0.7
C 1.6058 -0.8702 -0.3227 1.8 0.1 -1.6
C 0.1551 -1.1248 0.0120 0.8 -5.0 -0.1
N -0.5983 0.0475 -0.0509 -5.1 -2.7 -1.5
Br -4.8499 -0.4446 0.1448 -0.7 -1.1 0.3
H -2.3079 3.5615 -0.7867 -0.6 1.5 -0.6
H 0.0430 3.1628 -0.6195 -1.1 -0.9 1.0
H -1.5466 -0.0760 -0.6733 3.1 0.9 2.1
H 0.5549 1.6597 2.1952 0.1 -0.2 -0.2
H 1.5642 0.5155 1.2687 0.4 0.3 0.7
H 1.6012 2.2905 0.9350 -0.2 -0.4 -0.1
H 2.7804 0.8992 -0.6587 0.8 -0.7 -1.2
H 2.0432 0.1221 -2.2488 0.3 0.6 0.3
H 1.2753 1.1979 -0.9778 -0.4 -0.2 -1.3
H 0.7626 -1.4957 2.0867 0.1 -0.2 0.7
H -0.6833 -2.4770 1.6091 -0.9 0.4 0.6
H 0.7929 -3.0791 1.1263 0.1 1.7 -0.2
H -0.6681 -1.5648 -2.0174 0.5 0.8 -1.2
H -1.4631 -2.3802 -0.8356 -1.2 0.0 0.9
H 0.0387 -2.9961 -1.2208 0.1 0.9 0.0
H 2.2079 -0.7507 0.5881 -0.1 -0.9 -0.4
H 1.9145 -1.8054 -0.8682 0.2 1.0 0.7
```
Positions in Å, forces in eV/Å.

Results
LUMO (alpha / beta): -3.18 / -6.96 eV
Total charge: +1
HOMO-LUMO gap (alpha / beta): 7.1 / 6.8 eV
Molecular weight: 243.2 g/mol
Expectation value of S²: 2.0150
Strongest force on any atom: 5.9 eV/Å
Multiplicity: 3
Energy above the lowest of the compared OMol25 structures with the same formula, charge and spin: 39.01 kJ/mol